Record 1
Computed, not measured: a molecular structure, C23H42Cl3LuN2O4Si, with wB97M-V/def2-TZVPD.

The geometry in ORCA input format:
```
! wB97M-V def2-TZVPD RIJCOSX def2/J DEFGRID3
* xyz 0 1
Lu -1.278 1.047 3.834
Cl -0.071 -0.270 5.590
Cl -1.431 -0.693 2.037
Cl -3.784 0.496 4.246
Si 1.158 0.166 -1.940
O -1.380 2.774 5.413
O 0.625 1.836 2.997
O 0.595 -1.141 -2.826
O -2.097 2.739 2.521
N 2.753 1.322 2.371
N -4.042 2.374 1.363
C 1.047 1.642 -3.081
C -0.567 -3.473 -4.814
C 4.208 -3.306 -5.734
C 1.630 1.063 3.019
C 0.042 0.307 -0.473
C -1.352 -3.458 -2.428
C 3.839 0.349 2.283
C -3.321 1.990 0.161
C 3.417 -2.169 -5.955
C 2.920 -3.817 -3.754
C -5.424 1.926 1.477
C 2.110 -2.698 -3.998
C 0.918 -2.512 -3.055
C -0.357 -3.196 -3.518
C 2.955 -0.179 -1.522
C 2.352 -1.867 -5.095
C -1.773 -4.174 -5.340
C 3.953 -4.131 -4.632
C 2.879 2.561 1.618
C -3.355 2.744 2.441
C -1.896 4.346 7.142
C -1.835 2.962 6.555
C -2.369 1.860 7.426
H -2.577 4.967 6.544
H 1.514 1.422 -4.048
H 3.870 2.987 1.795
H 1.173 -2.984 -2.092
H 0.226 1.184 0.164
H 4.551 -5.025 -4.454
H 4.795 0.820 2.548
H 1.586 0.124 3.588
H -2.929 0.964 0.256
H 3.510 -0.440 -2.434
H -3.279 1.434 6.967
H -4.022 2.045 -0.673
H 3.614 -1.519 -6.807
H -2.360 -3.564 -2.840
H -1.619 1.059 7.531
H -5.820 2.280 2.435
H -1.110 -4.388 -1.890
H -1.008 0.338 -0.797
H 3.933 -0.067 1.267
H -5.488 0.827 1.441
H -1.715 -5.264 -5.201
H 2.093 3.245 1.957
H 2.766 2.371 0.538
H -2.482 2.677 0.004
H -3.971 2.992 3.320
H 0.152 -0.581 0.163
H -2.623 2.260 8.411
H 3.440 0.699 -1.073
H -1.849 -3.998 -6.419
H 0.177 -3.191 -5.560
H -0.899 4.802 7.133
H 5.019 -3.550 -6.423
H -6.006 2.340 0.645
H -1.356 -2.640 -1.695
H 2.681 -4.439 -2.896
H -2.706 -3.830 -4.874
H 3.047 -1.018 -0.820
H 1.701 -1.013 -5.283
H -2.270 4.292 8.171
H 3.616 -0.466 2.988
H 1.555 2.514 -2.651
H 0.002 1.917 -3.267
*
```

Gap between HOMO and LUMO ... 9.07 eV
ΔE to the lowest compared entry with this formula, charge and spin ... 0.0 kcal/mol
Molar mass ... 720.01 g mol⁻¹
HOMO ... -8.60 eV

Record 2
Computed, not measured: C3H4N2O in the gas phase, with wB97M-V/def2-TZVPD.

The geometry in ORCA input format:
```
! wB97M-V def2-TZVPD RIJCOSX def2/J DEFGRID3
* xyz 0 1
O -0.032 -0.146 0.026
N -2.743 -0.989 0.742
N 2.290 0.241 -0.121
C 1.259 -0.357 0.285
C -1.086 0.624 -0.483
C -2.177 -0.180 0.131
H -1.130 0.631 -1.578
H -1.107 1.671 -0.165
H 3.089 -0.260 0.277
H 1.231 -1.233 0.932
*
```

Gap between HOMO and LUMO ... 11.38 eV
ΔE to the lowest compared entry with this formula, charge and spin ... 63.9 kcal/mol
SMILES string ... [H]/N=C/OCC#N
Molar mass ... 84.08 g mol⁻¹
HOMO ... -10.76 eV

Record 3
Computed, not measured: 2 unconnected molecules or ions with the total composition CH4OS, with wB97M-V/def2-TZVPD.

The geometry in ORCA input format:
```
! wB97M-V def2-TZVPD RIJCOSX def2/J DEFGRID3
* xyz 0 1
S 1.555 0.297 0.101
O -1.627 0.664 -0.004
C 0.653 -0.955 -0.039
H 1.351 -1.837 -0.173
H 0.629 1.258 -0.382
H -1.217 -0.172 -0.363
H -1.344 0.746 0.860
*
```

Gap between HOMO and LUMO ... 8.64 eV
ΔE to the lowest compared entry with this formula, charge and spin ... 62.0 kcal/mol
Molar mass ... 64.11 g mol⁻¹
HOMO ... -9.12 eV

Record 4
Computed, not measured: C6H7N in the gas phase, with wB97M-V/def2-TZVPD.

The geometry in ORCA input format:
```
! wB97M-V def2-TZVPD RIJCOSX def2/J DEFGRID3
* xyz 0 1
N -1.330 -1.976 2.604
C 0.470 0.095 -1.444
C -0.631 -0.301 0.717
C -1.020 -1.230 1.775
C -0.213 -0.959 -0.605
C 0.979 1.172 -0.832
C 1.017 1.402 0.599
H 1.452 1.972 -1.408
H 0.360 2.241 0.882
H -1.424 0.438 0.563
H 0.331 0.232 1.152
H 0.469 -1.795 -0.392
H 0.550 -0.044 -2.518
H -1.091 -1.376 -1.111
*
```

Gap between HOMO and LUMO ... 7.60 eV
ΔE to the lowest compared entry with this formula, charge and spin ... 115.1 kcal/mol
Molar mass ... 93.13 g mol⁻¹
HOMO ... -8.36 eV

Record 5
Computed, not measured: C2H5N3S in the gas phase, with wB97M-V/def2-TZVPD.

The geometry in ORCA input format:
```
! wB97M-V def2-TZVPD RIJCOSX def2/J DEFGRID3
* xyz 0 1
S -0.180 0.796 -0.473
N 1.062 0.262 -1.534
N -0.954 -1.584 2.506
N -0.869 -0.434 1.754
C 1.250 0.887 -2.604
C -0.187 -0.513 0.691
H 0.791 1.867 -2.862
H 1.956 0.427 -3.287
H 0.428 -1.379 0.353
H -0.196 -2.271 2.349
H -1.143 -1.340 3.422
*
```

Gap between HOMO and LUMO ... 9.15 eV
ΔE to the lowest compared entry with this formula, charge and spin ... 67.2 kcal/mol
SMILES string ... C=NS/C=N/N
Molar mass ... 103.15 g mol⁻¹
HOMO ... -8.12 eV

Record 6
Computed, not measured: C3H6N2O2 in the gas phase, with wB97M-V/def2-TZVPD.

The geometry in ORCA input format:
```
! wB97M-V def2-TZVPD RIJCOSX def2/J DEFGRID3
* xyz 0 1
O -1.004 1.956 -0.984
O 1.719 -0.352 -0.301
N -0.943 -0.185 -0.079
N -0.826 -1.508 0.564
C 0.007 -1.181 1.776
C 1.290 0.708 -0.839
C -0.248 0.948 -0.578
H -0.024 -1.954 0.035
H 0.351 -2.084 2.251
H 1.814 1.573 -1.317
H -1.891 -0.107 -0.329
H 0.835 -0.524 1.514
H -0.715 -0.742 2.576
*
```

Gap between HOMO and LUMO ... 8.86 eV
ΔE to the lowest compared entry with this formula, charge and spin ... 107.2 kcal/mol
SMILES string ... CNNC(=O)C=O
Molar mass ... 102.09 g mol⁻¹
HOMO ... -9.94 eV